Here is one molecule with the formula C4H3N3S from the OMol25 dataset. Energies are from wB97M-V/def2-TZVPD.

Computed properties:
- Molecular weight: 125.2 g/mol
- Structure (SMILES): [H]/N=C1/N=CC=NC1=S
- LUMO energy: -2.29 eV
- Frontier orbital gap: 0.2672 hartree

Structure (ORCA input):
```
! RIJCOSX wB97M-V def2-TZVPD def2/J DEFGRID3
* xyz 0 1
H -2.33791 -0.58462 -0.28456
N -1.75487 -1.28021 0.25314
C -0.57038 -0.82434 0.13776
N 0.39716 -1.81501 0.68845
C 1.58001 -1.38416 0.68756
C 2.02043 0.04928 0.42028
N 1.16653 0.99184 0.12477
C -0.13151 0.62483 -0.23900
S -1.18518 1.64097 -0.95340
H 2.24377 -2.12753 1.05114
H 3.00397 0.38669 0.98362
*
```

---

Here is C16H10BrF5PmS as an isolated structure from the OMol25 dataset. Energies are from wB97M-V/def2-TZVPD.

Computed properties:
- Molecular weight: 554.2 g/mol
- LUMO energy (alpha / beta): 2.46 / 2.46 eV
- Frontier orbital gap (alpha / beta): 0.2382 / 0.2394 hartree

Structure (ORCA input):
```
! RIJCOSX wB97M-V def2-TZVPD def2/J DEFGRID3
* xyz -1 5
C 3.03027 -0.34126 -0.64610
C 2.26085 0.46717 -1.49396
C 1.32748 1.16606 -0.68975
H 2.32676 0.51538 -2.56528
C 1.54255 0.80002 0.65116
C 2.56692 -0.15671 0.68391
H 2.93858 -0.64979 1.56483
H 3.82495 -0.99830 -0.95057
H 0.55561 1.82159 -1.04577
H 0.97354 1.14173 1.49367
Pm 0.86014 -1.08430 -0.56444
Br -0.56360 -0.40966 -2.58063
C -0.19982 -3.12880 -0.51896
C 0.72060 -3.07247 0.55623
C 2.00811 -2.98453 0.00896
H 0.46611 -3.05085 1.59983
C 1.88857 -2.97054 -1.40623
C 0.52778 -3.09588 -1.72161
H 0.10856 -3.09645 -2.70883
H -1.26973 -3.13991 -0.43258
H 2.92639 -2.92650 0.56475
H 2.69323 -2.88992 -2.11558
F -3.43125 4.90938 1.75290
C -3.01337 3.66676 1.39881
C -2.84391 2.68238 2.37670
F -3.10513 2.96896 3.67783
C -2.43517 1.39537 2.01307
F -2.31976 0.44046 2.96821
C -2.19556 1.08540 0.66458
S -1.85034 -0.62857 0.24276
C -2.37527 2.07818 -0.31424
F -2.20932 1.80164 -1.62805
C -2.77373 3.36644 0.05604
F -2.96106 4.31750 -0.89167
*
```

---

Here is a 2-piece molecular cluster, C3H5NO2 overall from the OMol25 dataset. Energies are from wB97M-V/def2-TZVPD.

Computed properties:
- Molecular weight: 87.1 g/mol
- LUMO energy: 0.24 eV
- Frontier orbital gap: 0.3647 hartree

Structure (ORCA input):
```
! RIJCOSX wB97M-V def2-TZVPD def2/J DEFGRID3
* xyz 0 1
N -2.39560 0.52597 -0.33160
C -1.24803 0.12254 -0.04704
O -0.75837 -1.08229 -0.59355
C 0.43900 -1.40465 -0.15763
C 0.73775 -0.33990 0.86776
O -0.30331 0.63930 0.75034
H -2.60117 1.38688 0.16828
H 1.47267 -0.05061 -1.65057
H 1.52175 -0.80027 -1.59211
H 0.65153 -0.84976 1.83560
H 1.71780 0.14133 0.79609
*
```

---

Here is C24H48Cl2MnN4O3S2Si2 as an isolated structure from the OMol25 dataset. Energies are from wB97M-V/def2-TZVPD.

Computed properties:
- Molecular weight: 686.8 g/mol
- LUMO energy (alpha / beta): 0.08 / 0.08 eV
- Frontier orbital gap (alpha / beta): 0.2408 / 0.2688 hartree

Structure (ORCA input):
```
! RIJCOSX wB97M-V def2-TZVPD def2/J DEFGRID3
* xyz 0 6
Mn -0.21427 -0.27129 -0.05283
Cl 3.62213 -3.75118 5.43708
C 2.58611 -2.82631 4.38046
C 1.80207 -1.78982 4.92258
C 0.99880 -1.04012 4.11721
Cl 0.06157 0.24655 4.80231
C 0.88108 -1.27389 2.70215
O 0.10985 -0.57519 1.98939
C 1.69227 -2.34241 2.20194
C 1.66477 -2.71890 0.81626
O 0.97897 -2.23187 -0.07668
C 2.53109 -3.09543 3.05020
H 1.82898 -1.59111 5.98554
H 2.35529 -3.54076 0.54638
H 3.12227 -3.90265 2.63107
N -0.14660 -0.99681 -2.38525
C 1.10880 -1.36317 -3.05146
C 2.14650 -0.24663 -2.93909
C 2.90341 -0.22484 -1.61218
N 2.10317 0.36871 -0.52787
H -0.74266 -1.80748 -2.27240
H -0.66133 -0.30721 -2.91869
H 0.95838 -1.61825 -4.10523
H 1.48459 -2.25428 -2.54995
H 1.64753 0.72039 -3.07276
H 2.87187 -0.34565 -3.74954
H 3.85371 0.30045 -1.74769
H 3.14022 -1.24916 -1.32079
H 1.95322 1.36232 -0.66494
H 2.55010 0.23447 0.37269
C 0.35254 5.42628 -1.14425
C -0.74804 4.38890 -1.32396
S -0.08208 2.90978 -2.13695
O -0.39548 1.74502 -1.24719
C -1.24620 2.78381 -3.51621
C -2.64453 2.39319 -3.05613
H -0.05176 6.32554 -0.67884
H 0.79715 5.71221 -2.10020
H 1.14151 5.03340 -0.50018
H -1.58365 4.77050 -1.91009
H -1.11869 4.02069 -0.36728
H -0.80752 2.02201 -4.16536
H -1.20578 3.74028 -4.04237
H -2.59008 1.60280 -2.30572
H -3.22986 2.02876 -3.90040
H -3.17444 3.23666 -2.61422
S 0.65784 2.80978 1.70477
C 2.08585 3.39583 2.31704
N 3.32455 3.31545 1.74543
C 4.37329 3.71956 2.68181
C 3.58156 4.58386 3.66973
N 2.23755 4.05156 3.48871
H 3.48412 2.58095 1.07736
H 5.15775 4.27997 2.17972
H 4.81809 2.85606 3.18100
H 3.63074 5.64288 3.40617
H 3.92631 4.45966 4.69369
H 1.42664 4.40417 3.96638
C -1.98627 -3.22893 1.67311
Si -2.70383 -2.53775 0.08486
C -1.96217 -3.60242 -1.29429
C -4.53459 -3.00887 0.09976
C -2.40744 -0.75112 -0.18490
Si -3.46147 0.35558 0.82910
C -2.94044 2.17281 0.70580
C -5.26847 0.38515 0.27770
C -3.40569 -0.09789 2.64277
H -2.27023 -4.28101 1.78272
H -2.33752 -2.68760 2.55480
H -0.89555 -3.17412 1.66884
H -2.25810 -4.64705 -1.14925
H -0.86728 -3.57080 -1.27739
H -2.31451 -3.30507 -2.28976
H -4.67472 -4.08026 -0.08353
H -5.08743 -2.45780 -0.66702
H -4.99201 -2.77659 1.06826
H -2.62716 -0.53756 -1.24494
H -3.40535 2.66078 -0.15788
H -1.85740 2.25378 0.60234
H -3.23648 2.72550 1.60395
H -5.32628 0.46758 -0.81407
H -5.79217 1.24664 0.70775
H -5.81000 -0.51859 0.56994
H -2.36482 -0.14333 2.97972
H -3.86745 -1.07080 2.83517
H -3.93247 0.64824 3.24594
*
```

---

Here is a 6-piece molecular cluster, C25H39N4O12 overall from the OMol25 dataset. Energies are from wB97M-V/def2-TZVPD.

Computed properties:
- Molecular weight: 587.6 g/mol
- LUMO energy: -2.56 eV
- Frontier orbital gap: 0.3445 hartree

Structure (ORCA input):
```
! RIJCOSX wB97M-V def2-TZVPD def2/J DEFGRID3
* xyz 1 1
N -2.77602 0.17639 0.02893
C -2.60723 -1.05806 -0.47277
N -2.44895 -2.18023 0.23110
C -2.25337 -3.15568 -0.65270
C -1.96469 -4.55486 -0.31411
C -2.29886 -5.58215 -1.39399
C -1.68603 -6.92003 -1.08257
O -1.01777 -7.52110 -1.85161
O -2.07302 -7.45161 0.10893
N -2.33546 -2.66504 -1.90069
N -2.52027 -1.32531 -1.79431
H -3.47235 0.83917 -0.26075
H -2.18462 0.42907 0.80128
H -0.91075 -4.62812 -0.06968
H -2.50779 -4.78792 0.59456
H -3.37347 -5.73235 -1.45820
H -1.91473 -5.31318 -2.37327
H -1.58315 -7.05118 0.83964
H -2.24054 -3.15656 -2.77425
H -2.56796 -0.68010 -2.56636
O 0.74774 -4.01394 1.14215
C 1.69774 -3.59635 0.52982
O 1.99829 -2.29167 0.50821
C 3.13392 -2.04876 -0.35978
C 3.85447 -3.38660 -0.45024
C 2.69454 -4.37366 -0.30813
H 2.75288 -1.71362 -1.32639
H 3.73092 -1.25343 0.07430
H 4.43547 -3.50035 -1.35803
H 4.53355 -3.49466 0.39539
H 2.22913 -4.60777 -1.26882
H 2.96108 -5.30127 0.18955
O -3.84591 3.56680 0.93610
C -3.89553 3.09409 2.03820
O -5.03191 3.01917 2.75063
C -4.77025 2.45987 4.05708
C -3.46519 1.68304 3.90418
C -2.74431 2.51303 2.83827
H -4.68076 3.28357 4.76656
H -5.61951 1.84360 4.33648
H -2.91884 1.58465 4.83842
H -3.67217 0.67986 3.52720
H -2.16717 3.33135 3.27361
H -2.08792 1.93159 2.19794
O 6.59723 -2.97851 -2.53554
C 6.48008 -3.85633 -3.33751
O 5.44745 -4.73682 -3.29440
C 5.60604 -5.74518 -4.31418
C 6.51859 -5.11491 -5.36123
C 7.38965 -4.19762 -4.50136
H 6.05128 -6.62776 -3.85233
H 4.62102 -6.00322 -4.69342
H 7.07362 -5.85189 -5.93591
H 5.92751 -4.51854 -6.05665
H 8.26522 -4.71200 -4.10302
H 7.70980 -3.29103 -5.00507
O 0.48653 1.74865 0.02650
C 0.32564 2.93319 -0.09189
O 1.34195 3.79253 -0.27214
C 0.84394 5.14939 -0.29089
C -0.62576 5.03523 -0.68227
C -0.98039 3.69213 -0.04655
H 0.94887 5.56048 0.71240
H 1.45264 5.72257 -0.98490
H -1.22105 5.86910 -0.31689
H -0.73551 4.98870 -1.76661
H -1.26841 3.80601 0.99645
H -1.75134 3.14090 -0.57580
O -1.12198 4.89303 2.99720
C -1.33331 6.07283 2.96768
O -0.49435 6.93384 2.35464
C -0.95886 8.29192 2.51684
C -2.44890 8.17106 2.81566
C -2.51079 6.83071 3.54940
H -0.40233 8.74166 3.34004
H -0.74093 8.83674 1.60276
H -2.83676 9.01325 3.38257
H -3.00849 8.10428 1.88232
H -2.34789 6.93326 4.62341
H -3.43325 6.28263 3.37880
*
```

---

Here is C37H30KN3O2P as an isolated structure from the OMol25 dataset. Energies are from wB97M-V/def2-TZVPD.

Computed properties:
- Molecular weight: 618.7 g/mol
- LUMO energy: 2.27 eV
- Frontier orbital gap: 0.2242 hartree

Structure (ORCA input):
```
! RIJCOSX wB97M-V def2-TZVPD def2/J DEFGRID3
* xyz -1 1
K -0.98106 -0.33604 0.57340
O 0.13974 4.37657 0.27747
C -0.05487 4.85226 1.52112
C 0.25855 6.18916 1.77715
C 0.07357 6.72234 3.03676
C -0.43085 5.93174 4.06744
C -0.74744 4.60915 3.81367
C -0.57001 4.04533 2.54996
C -0.92462 2.61471 2.27188
O -0.64127 2.14298 1.12440
N -1.48039 1.95438 3.27316
N -1.82446 0.68865 2.89561
C -1.84311 -0.16548 3.84179
C -2.18153 -1.57026 3.62906
C -2.13288 -2.42473 4.73390
C -2.41644 -3.76704 4.56114
C -2.73240 -4.22190 3.29097
C -2.75000 -3.30180 2.25334
N -2.49366 -2.00765 2.40339
H -0.12230 3.40829 0.33688
H 0.64863 6.77918 0.95670
H 0.32429 7.76049 3.22176
H -0.57356 6.34535 5.05763
H -1.14145 3.97305 4.59472
H -1.57833 0.12687 4.85969
H -1.86243 -2.02804 5.70360
H -2.38073 -4.44930 5.40144
H -2.94491 -5.26381 3.09439
H -2.96501 -3.62892 1.24157
C -3.90687 1.22705 -0.23913
C -3.05183 2.05815 -0.95150
C -2.37415 1.57043 -2.06120
C -2.55249 0.25069 -2.46023
C -3.41364 -0.57844 -1.75269
C -4.08996 -0.08920 -0.64120
H -4.38230 1.58768 0.66412
H -2.86014 3.06471 -0.60377
H -1.66423 2.19998 -2.58342
H -1.97595 -0.15086 -3.28384
H -3.51328 -1.61938 -2.03481
H -4.71071 -0.75166 -0.05066
C 3.22648 -3.70819 -5.49979
C 2.12112 -4.30972 -4.91410
C 1.43510 -3.66193 -3.89643
C 1.84217 -2.41056 -3.43313
C 2.96225 -1.82292 -4.02285
C 3.64269 -2.46294 -5.05086
P 0.87013 -1.69051 -2.05029
C 1.34972 0.07605 -2.14034
C 0.98298 0.80522 -3.27743
C 1.19973 2.17246 -3.34643
C 1.75717 2.84676 -2.26506
C 2.11237 2.13889 -1.12813
C 1.91758 0.76279 -1.06913
C 1.72250 -2.33473 -0.55741
C 3.09138 -2.63710 -0.65155
C 3.75812 -3.18045 0.43369
C 3.04155 -3.41441 1.60379
C 1.69327 -3.08497 1.67083
C 0.94717 -2.53392 0.60680
H 3.76178 -4.20901 -6.29714
H 1.78859 -5.28388 -5.25139
H 0.56835 -4.13436 -3.44685
H 3.31034 -0.86046 -3.67062
H 4.51024 -1.98817 -5.49389
H 0.52335 0.29191 -4.11639
H 0.91416 2.71889 -4.23798
H 1.88677 3.92077 -2.29773
H 2.51811 2.66095 -0.27117
H 2.18906 0.21320 -0.17461
H 3.64113 -2.45784 -1.57093
H 4.81339 -3.41985 0.36605
H 3.53874 -3.84938 2.46673
H 1.18697 -3.27725 2.61807
*
```

---

Maximum force per entry: 3.02; 8.89; 0.50; 0.63; 0.85; 0.50 eV/A